Record 1
This record from OMol25 describes a cluster of 5 separate species, C27H41I2N2O17PS in total in a non-equilibrium geometry. The level of theory is ωB97M-V/def2-TZVPD.

Computed properties:
HOMO level ... -8.747 eV
Strongest force on any atom ... 5.13 eV/A
E_LUMO ... -1.58 eV
HOMO-LUMO gap ... 7.171 eV

Bonds (Å) are listed after each position.
Positions of all 91 atoms, in Å:
1 C 5.339 1.321 -0.829  C2 1.619, H27 1.145, H28 1.140, H29 1.156
2 C 6.193 0.223 -1.657  C1 1.619, O3 1.252, O4 1.417
3 O 7.129 0.599 -2.398  C2 1.252
4 O 5.755 -1.116 -1.506  C2 1.417, C5 1.446
5 C 5.458 -1.750 -2.771  O4 1.446, C6 1.583, H30 1.152, H31 1.157
6 C 4.286 -1.112 -3.622  C5 1.583, C7 1.573, H32 1.156, H33 1.158
7 C 2.805 -1.557 -3.335  C6 1.573, C8 1.577, C21 1.529
8 C 1.675 -1.272 -4.396  C7 1.577, S9 1.862, C10 1.576
9 S 2.202 -0.458 -5.986  C8 1.862, H34 1.393
10 C 0.179 -1.667 -4.097  C8 1.576, P11 1.923, C14 1.573
11 P -1.171 -1.302 -5.417  C10 1.923, N12 1.791, O13 1.712
12 N -0.971 -2.620 -6.613  P11 1.791, H35 1.040, H36 1.031
13 O -0.918 0.230 -6.137  P11 1.712, H37 0.988
14 C -0.261 -2.349 -2.749  C10 1.573, C15 1.591, C20 1.541
15 C -1.767 -2.715 -2.390  C14 1.591, I16 2.204, C17 1.648, H38 1.153
16 I -2.086 -4.870 -2.053  C15 2.204, I19 3.440
17 C -2.399 -1.778 -1.190  C15 1.648, C18 1.628, I19 2.178, H39 1.154
18 C -1.477 -0.465 -0.914  C17 1.628, H40 1.149, H41 1.137, H42 1.153
19 I -2.887 -2.870 0.630  I16 3.440, C17 2.178
20 C 0.872 -2.649 -1.749  C14 1.541, C21 1.560, C25 1.593
21 C 2.353 -2.264 -2.057  C7 1.529, C20 1.560, C22 1.568
22 C 3.123 -2.772 -0.790  C21 1.568, O23 1.234, N24 1.511
23 O 4.191 -3.326 -0.518  C22 1.234
24 N 2.098 -2.548 0.297  C22 1.511, C25 1.503, H43 1.041
25 C 0.929 -3.289 -0.291  C20 1.593, N24 1.503, O26 1.238
26 O 0.282 -4.179 0.276  C25 1.238
27 H 5.848 1.614 0.154  C1 1.145
28 H 5.035 2.212 -1.472  C1 1.140
29 H 4.349 0.811 -0.519  C1 1.156
30 H 5.260 -2.882 -2.687  C5 1.152
31 H 6.421 -1.673 -3.405  C5 1.157
32 H 4.506 -1.362 -4.729  C6 1.156
33 H 4.306 0.046 -3.596  C6 1.158
34 H 2.668 -1.429 -6.869  S9 1.393
35 H -1.890 -3.105 -6.567  N12 1.040
36 H -0.866 -2.239 -7.566  N12 1.031
37 H -0.616 0.149 -7.075  O13 0.988
38 H -2.427 -2.476 -3.306  C15 1.153
39 H -3.397 -1.347 -1.577  C17 1.154
40 H -1.257 0.094 -1.893  C18 1.149
41 H -0.499 -0.710 -0.389  C18 1.137
42 H -2.153 0.248 -0.309  C18 1.153
43 H 1.961 -1.526 0.156  N24 1.041
44 C 4.702 0.215 2.839  O45 1.427, H50 1.090, H51 1.092, H52 1.092
45 O 4.393 1.597 3.018  C44 1.427, C46 1.344
46 C 3.849 1.890 4.211  O45 1.344, O47 1.205, O48 1.343
47 O 3.616 1.104 5.095  C46 1.205
48 O 3.609 3.211 4.246  C46 1.343, C49 1.427
49 C 3.026 3.667 5.465  O48 1.427, H53 1.092, H54 1.092, H55 1.090
50 H 5.135 0.095 1.845  C44 1.090
51 H 5.437 -0.115 3.576  C44 1.092
52 H 3.797 -0.394 2.896  C44 1.092
53 H 3.694 3.475 6.307  C49 1.092
54 H 2.054 3.196 5.627  C49 1.092
55 H 2.878 4.744 5.380  C49 1.090
56 C 0.214 -3.937 2.719  O57 1.431, H62 1.087, H63 1.091, H64 1.090
57 O 0.108 -3.636 4.113  C56 1.431, C58 1.341
58 C -0.455 -4.608 4.846  O57 1.341, O59 1.207, O60 1.345
59 O -0.859 -5.666 4.431  C58 1.207
60 O -0.490 -4.197 6.126  C58 1.345, C61 1.426
61 C -1.069 -5.139 7.026  O60 1.426, H65 1.092, H66 1.092, H67 1.091
62 H 0.681 -3.085 2.229  C56 1.087
63 H 0.843 -4.814 2.561  C56 1.091
64 H -0.774 -4.087 2.283  C56 1.090
65 H -0.490 -6.065 7.039  C61 1.092
66 H -2.110 -5.337 6.760  C61 1.092
67 H -1.045 -4.703 8.026  C61 1.091
68 C -2.551 2.254 -4.094  O69 1.427, H74 1.090, H75 1.093, H76 1.092
69 O -2.859 3.634 -3.903  C68 1.427, C70 1.342
70 C -3.399 3.915 -2.707  O69 1.342, O71 1.211, O72 1.345
71 O -3.629 3.115 -1.827  C70 1.211
72 O -3.639 5.238 -2.660  C70 1.345, C73 1.426
73 C -4.218 5.686 -1.437  O72 1.426, H77 1.092, H78 1.092, H79 1.090
74 H -2.122 2.141 -5.089  C68 1.090
75 H -1.814 1.919 -3.361  C68 1.093
76 H -3.457 1.646 -4.039  C68 1.092
77 H -3.548 5.488 -0.598  C73 1.092
78 H -5.190 5.213 -1.275  C73 1.092
79 H -4.368 6.764 -1.511  C73 1.090
80 C -7.233 4.141 4.843  O81 1.426, H86 1.090, H87 1.092, H88 1.092
81 O -6.932 4.179 3.450  C80 1.426, C82 1.344
82 C -5.676 3.808 3.147  O81 1.344, O83 1.206, O84 1.343
83 O -4.830 3.463 3.935  C82 1.206
84 O -5.528 3.889 1.815  C82 1.343, C85 1.428
85 C -4.231 3.521 1.346  O84 1.428, H89 1.092, H90 1.093, H91 1.091
86 H -8.268 4.459 4.969  C80 1.090
87 H -7.133 3.125 5.231  C80 1.092
88 H -6.590 4.830 5.395  C80 1.092
89 H -4.012 2.480 1.595  C85 1.092
90 H -3.468 4.186 1.759  C85 1.093
91 H -4.224 3.624 0.260  C85 1.091

=====

Record 2
This record from OMol25 describes an isolated molecule of CH3NOP2S in a non-equilibrium geometry. The level of theory is ωB97M-V/def2-TZVPD.

Computed properties:
HOMO level ... -8.768 eV
Strongest force on any atom ... 3.70 eV/A
Structure (SMILES) ... c1ns[pH]o[pH]1
E_LUMO ... -0.47 eV
HOMO-LUMO gap ... 8.300 eV

Bonds (Å) are listed after each position.
Positions of all 9 atoms, in Å:
1 C 0.054 0.914 1.295  N2 1.244, P6 1.859, H7 1.160
2 N -1.069 1.413 1.105  C1 1.244, S3 1.580
3 S -2.298 0.917 0.244  N2 1.580, P4 2.148
4 P -2.394 -1.188 -0.175  S3 2.148, O5 1.753, H8 1.434
5 O -0.855 -1.511 0.601  P4 1.753, P6 1.572
6 P 0.522 -0.859 0.987  C1 1.859, O5 1.572, H9 1.707
7 H 0.788 1.609 1.864  C1 1.160
8 H -1.603 -1.468 -1.339  P4 1.434
9 H 1.154 -0.145 -0.428  P6 1.707

=====

Record 3
This record from OMol25 describes a cluster of 7 separate species, C28H77N7O7 in total in a non-equilibrium geometry. The level of theory is ωB97M-V/def2-TZVPD.

Computed properties:
HOMO level (alpha / beta) ... 0.817 / -6.593 eV
Spin multiplicity ... 2
Total charge ... -1
Strongest force on any atom ... 4.80 eV/A
E_LUMO (alpha / beta) ... 2.21 / 2.17 eV
HOMO-LUMO gap (alpha / beta) ... 1.388 / 8.766 eV

Bonds (Å) are listed after each position.
Positions of all 119 atoms, in Å:
1 C 6.842 0.556 5.392  C2 1.585, H7 1.090, H8 1.090, H9 1.090
2 C 6.352 1.078 3.979  C1 1.585, C3 1.546, N6 1.444, H10 1.090
3 C 5.002 1.810 4.155  C2 1.546, O4 1.444, H11 1.090, H12 1.090
4 O 3.857 1.064 4.621  C3 1.444, C5 1.424
5 C 2.842 2.048 4.788  O4 1.424, H13 1.090, H14 1.090, H15 1.090
6 N 7.463 1.791 3.394  C2 1.444, H16 1.010, H17 1.010
7 H 7.673 -0.148 5.435  C1 1.090
8 H 6.024 -0.114 5.659  C1 1.090
9 H 6.867 1.412 6.066  C1 1.090
10 H 6.147 0.156 3.436  C2 1.090
11 H 4.818 2.228 3.165  C3 1.090
12 H 5.305 2.560 4.886  C3 1.090
13 H 3.029 3.004 5.276  C5 1.090
14 H 2.027 1.485 5.244  C5 1.090
15 H 2.366 2.289 3.837  C5 1.090
16 H 8.205 1.746 4.078  N6 1.010
17 H 7.888 1.291 2.627  N6 1.010
18 C -2.165 3.344 2.338  C19 1.602, H24 1.090, H25 1.090, H26 1.090
19 C -0.616 3.567 2.677  C18 1.602, C20 1.526, N23 1.422, H27 1.090
20 C -0.188 5.029 2.763  C19 1.526, O21 1.375, H28 1.090, H29 1.090
21 O 0.025 5.596 1.528  C20 1.375, C22 1.419
22 C -1.007 6.514 1.205  O21 1.419, H30 1.090, H31 1.090, H32 1.090
23 N -0.425 2.922 3.930  C19 1.422, H33 1.010, H34 1.010
24 H -2.345 2.289 2.128  C18 1.090
25 H -2.518 3.925 1.486  C18 1.090
26 H -2.823 3.610 3.166  C18 1.090
27 H -0.074 2.909 1.997  C19 1.090
28 H 0.822 4.933 3.160  C20 1.090
29 H -0.800 5.586 3.473  C20 1.090
30 H -1.025 6.890 0.182  C22 1.090
31 H -0.878 7.377 1.859  C22 1.090
32 H -2.000 6.179 1.504  C22 1.090
33 H 0.197 3.467 4.509  N23 1.010
34 H -1.295 3.104 4.409  N23 1.010
35 C 2.191 -1.145 1.889  C36 1.518, H41 1.090, H42 1.090, H43 1.090
36 C 1.468 -0.933 0.571  C35 1.518, C37 1.597, N40 1.442, H44 1.090
37 C 0.541 0.356 0.402  C36 1.597, O38 1.396, H45 1.090, H46 1.090
38 O 0.172 0.628 -0.916  C37 1.396, C39 1.441
39 C -0.408 1.936 -1.088  O38 1.441, H47 1.090, H48 1.090, H49 1.090
40 N 2.439 -1.064 -0.487  C36 1.442, H50 1.010, H51 1.010
41 H 2.870 -0.364 2.229  C35 1.090
42 H 2.787 -2.050 1.770  C35 1.090
43 H 1.453 -1.108 2.691  C35 1.090
44 H 0.687 -1.672 0.391  C36 1.090
45 H 0.934 1.289 0.805  C37 1.090
46 H -0.402 0.303 0.946  C37 1.090
47 H -0.555 2.144 -2.148  C39 1.090
48 H 0.172 2.774 -0.702  C39 1.090
49 H -1.419 2.051 -0.697  C39 1.090
50 H 2.002 -1.131 -1.395  N40 1.010
51 H 3.078 -0.282 -0.478  N40 1.010
52 C 4.388 -0.108 -3.620  C53 1.609, H58 1.090, H59 1.090, H60 1.090
53 C 3.374 -1.146 -4.314  C52 1.609, C54 1.474, N57 1.446, H61 1.090
54 C 2.446 -0.596 -5.320  C53 1.474, O55 1.461, H62 1.090, H63 1.090
55 O 1.321 -1.494 -5.570  C54 1.461, C56 1.428
56 C 0.020 -0.962 -5.829  O55 1.428, H64 1.090, H65 1.090, H66 1.090
57 N 4.134 -2.197 -4.952  C53 1.446, H67 1.010, H68 1.010
58 H 4.737 -0.492 -2.662  C52 1.090
59 H 3.961 0.861 -3.362  C52 1.090
60 H 5.193 0.300 -4.231  C52 1.090
61 H 2.698 -1.501 -3.536  C53 1.090
62 H 3.061 -0.445 -6.207  C54 1.090
63 H 2.106 0.405 -5.054  C54 1.090
64 H -0.678 -1.794 -5.919  C56 1.090
65 H -0.090 -0.382 -6.746  C56 1.090
66 H -0.255 -0.369 -4.957  C56 1.090
67 H 4.843 -2.522 -4.311  N57 1.010
68 H 3.460 -2.943 -5.051  N57 1.010
69 C -3.223 -2.305 0.716  C70 1.602, H75 1.090, H76 1.090, H77 1.090
70 C -2.817 -3.452 -0.325  C69 1.602, C71 1.617, N74 1.364, H78 1.090
71 C -2.009 -2.983 -1.645  C70 1.617, O72 1.383, H79 1.090, H80 1.090
72 O -2.818 -2.266 -2.508  C71 1.383, C73 1.451
73 C -2.285 -1.052 -3.096  O72 1.451, H81 1.090, H82 1.090, H83 1.090
74 N -2.176 -4.341 0.487  C70 1.364, H84 1.010, H85 1.010
75 H -2.314 -1.768 0.987  C69 1.090
76 H -3.935 -2.685 1.448  C69 1.090
77 H -3.813 -1.629 0.097  C69 1.090
78 H -3.679 -4.041 -0.639  C70 1.090
79 H -1.513 -3.789 -2.187  C71 1.090
80 H -1.261 -2.345 -1.176  C71 1.090
81 H -1.281 -1.251 -3.469  C73 1.090
82 H -2.207 -0.179 -2.448  C73 1.090
83 H -3.032 -0.815 -3.854  C73 1.090
84 H -2.275 -5.338 0.356  N74 1.010
85 H -1.231 -4.141 0.780  N74 1.010
86 C -4.332 3.895 -0.348  C87 1.529, H92 1.090, H93 1.090, H94 1.090
87 C -5.744 3.802 -0.928  C86 1.529, C88 1.549, N91 1.491, H95 1.090
88 C -6.765 4.648 -0.125  C87 1.549, O89 1.466, H96 1.090, H97 1.090
89 O -8.060 4.470 -0.788  C88 1.466, C90 1.373
90 C -9.206 4.944 -0.200  O89 1.373, H98 1.090, H99 1.090, H100 1.090
91 N -5.790 4.315 -2.327  C87 1.491, H101 1.010, H102 1.010
92 H -4.055 4.933 -0.536  C86 1.090
93 H -3.608 3.224 -0.810  C86 1.090
94 H -4.465 3.714 0.719  C86 1.090
95 H -6.080 2.767 -0.880  C87 1.090
96 H -6.573 5.716 -0.025  C88 1.090
97 H -6.804 4.317 0.912  C88 1.090
98 H -9.341 4.478 0.776  C90 1.090
99 H -10.053 4.675 -0.831  C90 1.090
100 H -9.077 6.020 -0.091  C90 1.090
101 H -6.651 3.953 -2.711  N91 1.010
102 H -5.924 5.315 -2.270  N91 1.010
103 C 0.011 -8.793 -0.930  C104 1.566, H109 1.090, H110 1.090, H111 1.090
104 C 1.255 -7.865 -1.145  C103 1.566, C105 1.486, N108 1.448, H112 1.090
105 C 0.968 -6.525 -0.571  C104 1.486, O106 1.504, H113 1.090, H114 1.090
106 O 1.399 -5.473 -1.556  C105 1.504, C107 1.475
107 C 1.137 -4.144 -0.975  O106 1.475, H115 1.090, H116 1.090, H117 1.090
108 N 2.224 -8.687 -0.452  C104 1.448, H118 1.010, H119 1.010
109 H 0.143 -9.843 -1.191  C103 1.090
110 H -0.869 -8.445 -1.471  C103 1.090
111 H -0.353 -8.822 0.097  C103 1.090
112 H 1.550 -7.770 -2.190  C104 1.090
113 H 1.471 -6.385 0.386  C105 1.090
114 H -0.115 -6.414 -0.526  C105 1.090
115 H 1.835 -3.826 -0.200  C107 1.090
116 H 0.136 -3.945 -0.593  C107 1.090
117 H 1.287 -3.347 -1.703  C107 1.090
118 H 2.184 -9.536 -0.998  N108 1.010
119 H 1.817 -8.836 0.461  N108 1.010